[1]
C6H6N5O2 | wB97M-V/def2-TZVPD

Computed properties:
- energy above the lowest of the compared OMol25 structures with the same formula, charge and spin (eV) = 5.2419
- lowest unoccupied orbital energy (eV) = 2.184
- DFT total energy (hartree) = -656.3714
- maximum force (eV/Å) = 3.10
- molar mass (g mol⁻¹) = 180.1

ORCA input file:
```
! wB97M-V def2-TZVPD RIJCOSX def2/J DEFGRID3
* xyz -1 1
C -0.8423 3.0739 -1.6355
C -0.8489 2.1396 -0.8190
C -2.2250 -1.7445 -0.8169
C 2.8179 -0.6540 -0.1746
C 0.4572 0.5750 1.8283
C 0.3945 0.0353 0.4868
N -2.6611 -1.5622 0.4828
N -1.0048 -1.3013 -1.0013
N -1.7990 -0.8355 1.0157
N -0.7654 -0.7135 0.2282
N 1.3126 -0.1344 -0.4286
O 3.3695 -0.9906 -1.2188
O 3.0227 -0.7193 1.0249
H -0.5247 3.4284 -2.5990
H -2.7465 -2.2108 -1.6676
H 1.3597 0.9122 2.1650
H 0.1501 -0.2490 2.4591
H -0.2724 1.3516 1.9859
H 0.8058 -0.4009 -1.3153
*
```

Atomic partial charges in e from the Löwdin method, atoms 1 to 4: C -0.26; C -0.27; C -0.18; C -0.66

---

[2]
C6H6N5S | wB97M-V/def2-TZVPD

Computed properties:
- energy above the lowest of the compared OMol25 structures with the same formula, charge and spin (eV) = 1.3847
- lowest unoccupied orbital energy (alpha / beta) (eV) = -5.733 / -5.730
- DFT total energy (hartree) = -903.7529
- maximum force (eV/Å) = 4.62
- SMILES string = S=[n+]1nn[nH]n1-c1ccccc1
- molar mass (g mol⁻¹) = 180.2

ORCA input file:
```
! wB97M-V def2-TZVPD RIJCOSX def2/J DEFGRID3
* xyz 1 1
S 2.9352 0.1935 1.2199
N 1.5088 0.5516 1.7945
N 1.3184 1.3561 3.1768
N 0.1324 1.5827 3.2697
N -0.5818 1.0978 2.2900
N 0.2686 0.4977 1.3370
C -0.1457 -0.0646 0.0533
C -0.0372 -1.3748 -0.1488
C -0.2604 -1.9602 -1.3491
C -0.5294 -1.0229 -2.4378
C -0.5837 0.3406 -2.2065
C -0.3930 0.8519 -0.9165
H -1.5119 1.4621 2.0384
H 0.1570 -2.0336 0.7200
H -0.1091 -3.0257 -1.6028
H -0.7245 -1.4464 -3.4783
H -0.8083 1.0229 -3.0516
H -0.6355 1.9714 -0.7082
*
```

Atomic partial charges in e from the Löwdin method, atoms 1 to 4: S 0.85; N -0.56; N 0.15; N 0.03

---

[3]
C6H6NO2 | wB97M-V/def2-TZVPD

Computed properties:
- energy above the lowest of the compared OMol25 structures with the same formula, charge and spin (eV) = 0.0000
- lowest unoccupied orbital energy (eV) = 4.006
- DFT total energy (hartree) = -437.5033
- maximum force (eV/Å) = 0.77
- SMILES string = O=C1C=C([O-])CC=NC1
- molar mass (g mol⁻¹) = 124.1

ORCA input file:
```
! wB97M-V def2-TZVPD RIJCOSX def2/J DEFGRID3
* xyz -1 1
O -2.8295 -1.3807 0.1272
C -1.6594 -0.9627 0.1168
C -0.5395 -1.7995 0.2231
C 0.8267 -1.5161 0.1626
O 1.7297 -2.3553 0.3131
C 1.2647 -0.0561 -0.1281
C 0.6416 0.8552 0.8623
N -0.5848 1.1571 0.9218
C -1.4731 0.5661 -0.0332
H -0.7788 -2.8466 0.3836
H 0.9190 0.1970 -1.1368
H 2.3550 -0.0116 -0.0960
H 1.2792 1.2837 1.6318
H -1.1285 0.7396 -1.0658
H -2.4557 1.0345 0.0883
*
```

Atomic partial charges in e from the Löwdin method, atoms 1 to 4: O -0.06; C -0.47; C -0.04; C -0.49

---

[4]
C6H6NO3P | wB97M-V/def2-TZVPD

Computed properties:
- energy above the lowest of the compared OMol25 structures with the same formula, charge and spin (eV) = 1.5827
- lowest unoccupied orbital energy (eV) = -1.347
- DFT total energy (hartree) = -854.0279
- maximum force (eV/Å) = 1.72
- SMILES string = NP(O)C1=CC(=O)C=CC1=O
- molar mass (g mol⁻¹) = 171.1

ORCA input file:
```
! wB97M-V def2-TZVPD RIJCOSX def2/J DEFGRID3
* xyz 0 1
N -2.2822 -2.0363 -0.4856
P -2.2116 -0.3518 -0.1741
O -2.1176 0.3170 -1.7132
C -0.4760 0.0158 0.4214
C 0.4426 -0.9348 0.4223
C 1.8781 -0.4997 0.5395
O 2.7631 -1.2641 0.2688
C 2.2077 0.9666 0.4830
C 1.2912 1.9050 0.5907
C -0.0861 1.3875 0.8682
O -0.8040 1.9662 1.6366
H -1.3712 -2.4672 -0.6576
H -2.8019 -2.2664 -1.3287
H -1.4162 0.9676 -1.8353
H 0.2969 -1.9838 0.1949
H 3.2089 1.3112 0.2506
H 1.4783 2.9672 0.5184
*
```

Atomic partial charges in e from the Löwdin method, atoms 1 to 4: N -0.19; P 0.85; O -0.32; C -0.26

---

[5]
C6H6NO3PS | wB97M-V/def2-TZVPD

Computed properties:
- energy above the lowest of the compared OMol25 structures with the same formula, charge and spin (eV) = 0.0000
- lowest unoccupied orbital energy (eV) = -1.399
- DFT total energy (hartree) = -1252.2254
- maximum force (eV/Å) = 1.55
- SMILES string = [H]/N=C\CC1=C([PH2]=S)C(=O)OC1=O
- molar mass (g mol⁻¹) = 203.2

ORCA input file:
```
! wB97M-V def2-TZVPD RIJCOSX def2/J DEFGRID3
* xyz 0 1
H 2.0037 1.0664 1.5197
N 2.7222 0.3889 1.2608
C 2.4685 -0.0742 0.1173
C 1.2501 0.3749 -0.6732
C 0.0785 -0.4459 -0.3124
C -1.1587 -0.0650 -0.0145
P -1.8850 1.5773 0.1187
S -0.6956 2.9813 0.7390
C -1.9240 -1.3463 0.2128
O -3.0860 -1.5640 0.0271
O -0.9777 -2.2887 0.5730
C 0.1263 -1.9497 -0.2137
O 0.8750 -2.7367 -0.7039
H 3.1388 -0.8001 -0.3147
H 1.4499 0.2256 -1.7325
H 1.0834 1.4301 -0.5302
H -2.5319 1.8414 -1.1010
H -2.9374 1.3847 1.0277
*
```

Atomic partial charges in e from the Löwdin method, atoms 1 to 4: H 0.04; N 0.12; C -0.22; C -0.13

---

[6]
C6H6NOPS | wB97M-V/def2-TZVPD

Computed properties:
- energy above the lowest of the compared OMol25 structures with the same formula, charge and spin (eV) = 0.0000
- lowest unoccupied orbital energy (eV) = 0.661
- DFT total energy (hartree) = -1101.7192
- maximum force (eV/Å) = 4.51
- SMILES string = Nc1cccc2c1[P@@]2(O)=S
- molar mass (g mol⁻¹) = 171.2

ORCA input file:
```
! wB97M-V def2-TZVPD RIJCOSX def2/J DEFGRID3
* xyz 0 1
N 1.0016 2.3016 0.2093
C 0.7633 0.9546 -0.0809
C 1.7549 0.0131 -0.4707
C 1.6499 -1.3174 -0.5347
C 0.4133 -1.9456 -0.2870
C -0.6115 -1.0931 -0.2019
C -0.4693 0.2603 -0.0082
P -2.1946 -0.1541 0.2059
O -2.4774 -0.3727 1.8181
S -3.7003 0.1925 -0.8901
H 1.6557 2.9644 -0.2568
H 0.0539 2.8950 0.1152
H 2.6839 0.3876 -0.5528
H 2.5135 -1.8410 -0.7967
H 0.3034 -2.9608 -0.4505
H -3.3401 -0.2846 2.1817
*
```

Atomic partial charges in e from the Löwdin method, atoms 1 to 4: N 0.07; C -0.27; C -0.05; C -0.06

---

> The lowest maximum force belongs to which entry?

C6H6NO2